This record from the OMol25 dataset describes a 2-piece molecular cluster, CH7N2O overall at a distorted geometry. The level of theory is ωB97M-V/def2-TZVPD.

Computed properties:
Highest occupied orbital energy (spin up / spin down) in eV: -2.00 / -7.67
LUMO (spin up / spin down) in eV: -0.27 / -0.34
HOMO-LUMO gap (spin up / spin down) in eV: 1.73 / 7.32
<S²>: 0.75
E in hartree: -226.89003
Energy relative to the best compared isomer or geometry (same formula, charge and spin) in kcal per mole: 52.9

The geometry in ORCA input format:
```
! wB97M-V def2-TZVPD RIJCOSX def2/J DEFGRID3
* xyz 0 2
N 1.676 1.414 -0.096
H 1.196 0.664 0.359
H 2.674 1.131 -0.429
H 1.215 1.697 -0.951
H 1.713 2.286 0.463
C -1.153 -0.728 0.445
N -1.667 -1.815 -0.141
O -0.004 -0.401 0.104
H -1.748 -0.201 1.256
H -2.742 -1.924 -0.010
H -1.160 -2.122 -1.000
*
```

Results of the Mulliken charge analysis, in e, for atoms 1 through 4: number 1, N, carries -0.49; number 2, H, carries 0.32; number 3, H, carries 0.38; number 4, H, carries 0.35

---

This record from the OMol25 dataset describes a 2-piece molecular cluster, C5H8O2 overall at a distorted geometry. The level of theory is ωB97M-V/def2-TZVPD.

Computed properties:
Highest occupied orbital energy in eV: -9.77
LUMO in eV: 0.81
HOMO-LUMO gap in eV: 10.58
E in hartree: -345.71312
SMILES string: C=C1CC1.O=CO
Energy relative to the best compared isomer or geometry (same formula, charge and spin) in kcal per mole: 57.6

The geometry in ORCA input format:
```
! wB97M-V def2-TZVPD RIJCOSX def2/J DEFGRID3
* xyz 0 1
C 0.527 -1.489 0.622
C 0.462 -0.134 0.729
C 1.181 1.113 0.625
C -0.114 0.987 1.438
H 1.426 -1.945 0.236
H -0.142 -2.098 1.217
H 2.121 1.193 1.129
H 1.116 1.667 -0.286
H -0.074 0.981 2.507
H -0.980 1.463 1.031
O -0.987 0.898 -1.417
C -1.291 -0.072 -2.101
O -0.982 -1.304 -1.849
H -1.872 0.044 -3.014
H -0.392 -1.304 -0.869
*
```

Results of the Mulliken charge analysis, in e, for atoms 1 through 4: number 1, C, carries -0.78; number 2, C, carries 0.49; number 3, C, carries -0.53; number 4, C, carries -0.54

---

This record from the OMol25 dataset describes one molecule with the formula CH2BrNO at a distorted geometry. The level of theory is ωB97M-V/def2-TZVPD.

Computed properties:
Highest occupied orbital energy in eV: -10.31
LUMO in eV: 0.57
HOMO-LUMO gap in eV: 10.88
E in hartree: -2743.31230
SMILES string: NC(=O)Br
Energy relative to the best compared isomer or geometry (same formula, charge and spin) in kcal per mole: 6.5

The geometry in ORCA input format:
```
! wB97M-V def2-TZVPD RIJCOSX def2/J DEFGRID3
* xyz 0 1
N -0.015 -0.162 -0.277
C -0.113 -1.019 -1.289
O 0.353 -0.730 -2.451
Br -1.396 -2.430 -1.164
H 0.514 0.542 -0.550
H -0.459 -0.236 0.617
*
```

Results of the Mulliken charge analysis, in e, for atoms 1 through 4: number 1, N, carries -0.35; number 2, C, carries 0.64; number 3, O, carries -0.55; number 4, Br, carries -0.16

---

This record from the OMol25 dataset describes C48H36I2NaOP2S as an isolated structure. The level of theory is ωB97M-V/def2-TZVPD.

Computed properties:
Highest occupied orbital energy in eV: -10.19
LUMO in eV: -4.26
HOMO-LUMO gap in eV: 5.94
E in hartree: -3764.42654
Energy relative to the best compared isomer or geometry (same formula, charge and spin) in kcal per mole: 0.0

The geometry in ORCA input format:
```
! wB97M-V def2-TZVPD RIJCOSX def2/J DEFGRID3
* xyz 1 1
Na -1.066 1.600 -1.062
O 0.684 -0.979 0.450
S 0.778 0.457 0.887
C 2.460 0.964 0.548
C 3.168 1.750 1.422
C 4.520 2.095 1.211
C 5.147 1.587 0.112
C 6.583 1.691 -0.349
C 6.620 0.938 -1.708
C 5.201 0.458 -1.921
C 4.627 -0.227 -2.950
C 3.232 -0.439 -2.911
C 2.414 -0.036 -1.876
P 0.597 -0.116 -2.172
C 0.341 0.918 -3.685
C 1.298 1.634 -4.397
C 0.922 2.491 -5.428
C -0.413 2.642 -5.772
C -1.385 1.937 -5.072
C -1.008 1.100 -4.032
C 0.387 -1.834 -2.807
C 0.662 -2.900 -1.944
C 0.527 -4.209 -2.380
C 0.108 -4.480 -3.677
C -0.177 -3.431 -4.536
C -0.038 -2.114 -4.105
C 3.025 0.557 -0.714
C 4.400 0.842 -0.827
C 0.629 0.374 2.659
C 1.727 0.076 3.430
C 1.684 0.058 4.838
C 0.506 0.373 5.449
C 0.157 0.505 6.914
C -1.369 0.793 6.935
C -1.772 0.830 5.477
C -2.983 1.010 4.884
C -3.066 0.881 3.480
C -1.989 0.635 2.655
P -2.312 0.248 0.877
C -2.316 -1.580 0.833
C -2.152 -2.388 1.950
C -2.159 -3.773 1.813
C -2.327 -4.354 0.565
C -2.481 -3.549 -0.558
C -2.469 -2.171 -0.422
C -4.091 0.635 0.633
C -5.120 -0.263 0.919
C -6.442 0.086 0.682
C -6.755 1.336 0.161
C -5.744 2.241 -0.126
C -4.422 1.884 0.106
C -0.672 0.562 3.252
C -0.644 0.600 4.662
H 2.686 2.097 2.328
H 5.038 2.710 1.938
H 7.253 1.235 0.381
H 6.892 2.732 -0.451
H 7.318 0.101 -1.687
H 6.936 1.591 -2.522
H 5.201 -0.564 -3.806
H 2.769 -0.917 -3.768
H 2.345 1.537 -4.147
H 1.683 3.046 -5.964
H -0.697 3.306 -6.580
H -2.431 2.041 -5.336
H -1.775 0.539 -3.499
H 0.977 -2.702 -0.927
H 0.747 -5.022 -1.699
H 0.008 -5.504 -4.016
H -0.502 -3.629 -5.550
H -0.256 -1.314 -4.799
H 2.668 -0.139 2.940
H 2.581 -0.174 5.400
H 0.725 1.318 7.369
H 0.410 -0.402 7.464
H -1.598 1.736 7.432
H -1.919 0.015 7.466
H -3.882 1.199 5.460
H -4.050 0.946 3.036
H -2.016 -1.949 2.931
H -2.030 -4.398 2.689
H -2.332 -5.433 0.464
H -2.596 -3.996 -1.539
H -2.570 -1.545 -1.303
H -4.882 -1.241 1.320
H -7.232 -0.621 0.904
H -7.789 1.603 -0.025
H -5.984 3.216 -0.530
H -3.639 2.604 -0.106
I 1.345 3.988 -1.097
I 3.566 4.044 -2.544
*
```

Results of the Mulliken charge analysis, in e, for atoms 1 through 4: number 1, Na, carries 0.61; number 2, O, carries -0.39; number 3, S, carries 0.64; number 4, C, carries 0.45

---

This record from the OMol25 dataset describes one molecule with the formula C5H15NSi at a distorted geometry. The level of theory is ωB97M-V/def2-TZVPD.

Computed properties:
Highest occupied orbital energy in eV: -9.08
LUMO in eV: 0.94
HOMO-LUMO gap in eV: 10.02
E in hartree: -543.73449
SMILES string: CC[Si@H](N)C(C)C
Energy relative to the best compared isomer or geometry (same formula, charge and spin) in kcal per mole: 13.2

The geometry in ORCA input format:
```
! wB97M-V def2-TZVPD RIJCOSX def2/J DEFGRID3
* xyz 0 1
C 1.877 -0.596 2.260
C 1.743 -0.351 0.737
Si 0.129 0.463 0.279
N -0.868 0.360 1.645
C -0.627 -0.368 -1.279
C -0.084 0.419 -2.419
C -2.168 -0.104 -1.098
H 1.101 0.055 2.692
H 1.613 -1.610 2.486
H 2.958 -0.398 2.586
H 1.781 -1.281 0.118
H 2.591 0.292 0.279
H 0.236 1.864 -0.117
H -0.572 -0.105 2.446
H -1.649 0.850 1.803
H -0.499 -1.427 -1.292
H 0.822 0.955 -2.094
H -0.033 -0.171 -3.367
H -0.666 1.320 -2.668
H -2.200 0.873 -0.840
H -2.616 -0.693 -0.264
H -2.866 -0.346 -1.895
*
```

Results of the Mulliken charge analysis, in e, for atoms 1 through 4: number 1, C, carries -1.01; number 2, C, carries -0.43; number 3, Si, carries -0.08; number 4, N, carries -0.30

---

This record from the OMol25 dataset describes one molecule with the formula C4H4FN at a distorted geometry. The level of theory is ωB97M-V/def2-TZVPD.

Computed properties:
Highest occupied orbital energy in eV: -10.79
LUMO in eV: 0.75
HOMO-LUMO gap in eV: 11.54
E in hartree: -309.37740
SMILES string: N#C[C@H]1C[C@H]1F
Energy relative to the best compared isomer or geometry (same formula, charge and spin) in kcal per mole: 27.9

The geometry in ORCA input format:
```
! wB97M-V def2-TZVPD RIJCOSX def2/J DEFGRID3
* xyz 0 1
N 2.599 0.790 0.235
C 1.673 0.274 -0.193
C 0.425 -0.378 -0.448
C -0.552 -0.508 0.678
C -0.842 0.441 -0.303
F -0.690 1.759 0.072
H 0.432 -1.067 -1.307
H -1.232 -1.356 0.655
H -0.110 -0.174 1.623
H -1.703 0.220 -1.011
*
```

Results of the Mulliken charge analysis, in e, for atoms 1 through 4: number 1, N, carries -0.42; number 2, C, carries 0.21; number 3, C, carries -0.24; number 4, C, carries -0.62

---

What is the formula in the third record?
CH2BrNO

---

The highest energy relative to the best compared isomer or geometry (same formula, charge and spin) belongs to which entry?
C5H8O2

---

The lowest E belongs to which entry?
C48H36I2NaOP2S